{"formula": "C39H67ClN2O5", "method": "wB97M-V/def2-TZVPD", "species": ["C", "C", "C", "C", "C", "C", "C", "C", "C", "C", "C", "N", "C", "C", "C", "C", "O", "C", "C", "C", "C", "C", "Cl", "C", "O", "C", "C", "C", "C", "C", "C", "C", "C", "C", "C", "C", "C", "O", "H", "H", "H", "H", "H", "H", "H", "H", "H", "H", "H", "H", "H", "H", "H", "H", "H", "H", "H", "H", "H", "H", "H", "H", "H", "H", "H", "H", "H", "H", "H", "H", "H", "H", "H", "H", "H", "H", "H", "H", "H", "H", "H", "H", "H", "H", "H", "H", "H", "H", "H", "H", "C", "O", "C", "C", "N", "C", "C", "O", "C", "H", "H", "H", "H", "H", "H", "H", "H", "H", "H", "H", "H", "H", "H", "H"], "coordinates": [[-6.13827, 2.35202, 1.30772], [-5.73541, 3.25246, 0.02978], [-6.06078, 2.51547, -1.35589], [-5.24412, 1.15437, -1.61125], [-3.67074, 1.24932, -1.25134], [-2.92012, 1.87751, -2.53013], [-2.85354, 0.74100, -3.66646], [-1.37570, 0.25905, -4.07051], [-0.30285, 0.26882, -2.88086], [-0.69793, -0.59811, -1.60244], [-0.21763, -0.13176, -0.32855], [0.60768, 1.06246, -0.13597], [-0.18238, 2.26547, 0.26007], [0.64073, 3.65410, 0.08286], [2.13275, 3.59101, 0.67383], [-0.58628, -0.94759, 1.01782], [-0.71582, -0.28821, 2.08559], [-0.75070, -2.51454, 0.87342], [-0.39303, -3.39855, 2.08355], [0.17765, -2.89255, 3.48055], [-0.91631, -2.25889, 4.47839], [-0.53734, -2.72361, 5.98914], [-2.58841, -2.80348, 3.95459], [-0.61150, -4.93788, 1.91094], [-0.32039, -5.78914, 3.04259], [-1.15999, -5.49716, 0.56699], [-1.38612, -7.10199, 0.52275], [-2.98713, -7.31862, 0.72196], [-3.60303, -6.39322, 1.90214], [-3.36498, -8.84354, 1.09917], [-1.47284, -4.56418, -0.65512], [-1.98983, -5.21238, -2.01582], [-0.82118, -5.34669, -3.14492], [-0.95695, -4.28654, -4.34156], [0.64229, -5.39577, -2.47531], [-1.27034, -3.04089, -0.50537], [-1.55446, -1.95820, -1.65587], [-2.42020, -2.21634, -2.52607], [-5.21561, 2.09985, 1.92893], [-6.67426, 1.37982, 1.03815], [-6.81140, 3.00568, 1.97174], [-6.32473, 4.24644, 0.01765], [-4.63047, 3.53895, 0.05187], [-7.18239, 2.22669, -1.32243], [-5.95749, 3.21510, -2.25989], [-5.42882, 0.87185, -2.71771], [-5.76892, 0.31623, -1.00986], [-3.31368, 0.15888, -1.10210], [-3.45841, 1.78308, -0.26546], [-1.92845, 2.38899, -2.29869], [-3.61977, 2.71079, -2.92680], [-3.31112, 1.21049, -4.62135], [-3.56970, -0.11973, -3.39503], [-1.49488, -0.77071, -4.57726], [-1.01876, 0.97616, -4.90579], [-0.02977, 1.35617, -2.65136], [0.66255, -0.20546, -3.31183], [1.24925, 1.23859, -0.91828], [-1.22994, 2.30678, -0.20340], [-0.35640, 2.17374, 1.40085], [0.06593, 4.42277, 0.72797], [0.59853, 4.00249, -1.00523], [2.41722, 2.57478, 1.12810], [2.85941, 3.82517, -0.18971], [2.33523, 4.36940, 1.50257], [0.94024, -2.05071, 3.26218], [0.79900, -3.72862, 3.97383], [-0.79473, -1.11244, 4.48365], [-1.24750, -3.54488, 6.36145], [-0.60527, -1.82098, 6.70559], [0.52083, -3.13796, 6.07954], [-1.03655, -5.62268, 3.70530], [-1.10832, -7.51544, -0.51508], [-0.82238, -7.59550, 1.37983], [-3.56031, -7.04279, -0.22768], [-4.06846, -5.42048, 1.52909], [-2.86493, -6.21424, 2.75666], [-4.46730, -7.01440, 2.35798], [-2.74127, -9.51529, 0.41483], [-4.47224, -9.08705, 0.94514], [-3.15627, -9.04199, 2.21862], [-2.37989, -6.28062, -1.81091], [-2.88290, -4.65692, -2.48147], [-0.98563, -6.39046, -3.61681], [-2.01750, -3.85895, -4.40626], [-0.24559, -3.38233, -4.22530], [-0.75102, -4.79639, -5.34522], [0.91042, -4.36390, -2.06261], [0.59156, -6.11825, -1.57738], [1.42409, -5.81447, -3.19816], [6.64652, 9.09151, 1.31146], [7.64358, 8.35484, 0.61928], [8.43114, 7.53359, 1.48309], [8.16747, 6.05622, 1.19597], [6.82550, 5.66755, 1.63364], [6.42467, 4.33403, 1.17862], [6.25401, 4.13040, -0.33421], [5.17005, 4.86512, -0.89377], [5.49661, 6.18982, -1.28744], [6.17340, 9.77177, 0.60068], [5.87855, 8.42560, 1.71371], [7.08772, 9.68445, 2.11808], [8.27106, 7.77226, 2.54002], [9.47906, 7.75070, 1.25173], [8.90826, 5.44854, 1.72507], [8.29311, 5.89637, 0.11972], [6.15498, 6.33931, 1.27571], [5.46406, 4.11830, 1.65723], [7.13864, 3.59756, 1.56322], [6.00624, 3.07491, -0.48943], [7.17936, 4.30596, -0.89303], [6.53449, 6.28421, -1.61722], [5.28958, 6.88759, -0.47375], [4.84591, 6.46088, -2.12130]], "atomic_forces_ev_per_a": [[0.2, 0.9, 0.2], [-0.3, 0.0, -0.7], [-0.6, -0.3, 0.1], [-0.6, 0.1, 0.4], [-0.2, -0.9, -0.7], [-1.3, 0.0, 0.0], [-0.2, 0.8, -0.7], [-0.6, 0.1, -0.5], [-0.1, -1.2, -1.0], [1.0, 1.0, 2.3], [-0.8, -1.6, -1.6], [-1.4, -0.9, -0.5], [0.1, 1.1, 1.8], [-0.8, -0.3, 0.9], [0.6, 0.2, -0.4], [-0.1, 1.5, 0.8], [0.6, -2.6, -3.3], [0.0, -1.5, 0.1], [-1.1, -1.8, -2.6], [0.5, 0.7, -1.1], [2.1, -0.1, 1.0], [-0.7, 0.2, 0.3], [0.9, 0.6, 0.7], [-0.8, 2.6, -2.4], [-1.3, 1.4, -1.6], [1.1, 1.8, 0.9], [-1.4, 1.5, -0.4], [-0.7, -0.2, 1.0], [-0.7, -0.9, 0.1], [0.5, 0.3, -0.2], [0.4, 1.3, 2.3], [0.1, -0.4, 0.0], [0.1, -0.7, -0.2], [0.0, 0.2, 0.0], [-0.8, -0.4, 0.2], [1.0, -1.7, 2.9], [-0.8, -0.7, -0.6], [2.8, 1.1, 2.5], [-1.2, 0.2, -0.9], [0.7, 1.4, 0.3], [0.9, -1.2, -0.9], [0.9, -1.6, 0.2], [-1.5, -0.4, 0.1], [1.7, 0.5, -0.1], [0.1, -0.8, 1.4], [0.6, 0.4, 1.7], [1.1, 1.3, -0.8], [-0.4, 1.8, -0.2], [-0.5, -0.5, -1.4], [-1.2, -0.9, -0.3], [1.2, -1.2, 0.7], [0.7, -0.9, 1.4], [1.5, 1.2, -0.3], [0.4, 1.5, 1.0], [-0.3, -1.1, 1.4], [-0.6, -1.7, 0.1], [-1.4, 0.7, 0.7], [-0.7, -0.2, 0.3], [1.6, 0.0, 0.3], [0.2, 0.0, -1.8], [0.7, -1.2, -1.3], [0.3, -0.5, 1.5], [-0.6, 1.4, -0.8], [-0.9, -0.4, 1.5], [-0.5, -1.1, -1.4], [-1.2, -1.3, 0.3], [-1.4, 1.1, -0.8], [-0.8, -2.0, -0.5], [1.0, 1.3, -0.6], [0.0, -1.5, -1.1], [-1.3, 0.6, -0.4], [0.8, -0.1, -0.7], [-0.1, 0.5, 1.8], [-0.7, 0.7, -1.3], [1.0, -0.4, 1.2], [1.0, -1.2, 0.5], [-1.0, -0.1, -1.3], [1.3, 1.1, -0.6], [-0.9, 0.6, 1.2], [1.5, 0.6, 0.0], [0.0, 0.2, -1.9], [0.8, 1.8, -0.1], [1.5, -0.6, 1.0], [0.2, 1.6, 0.7], [1.5, -0.7, 0.2], [-1.1, -1.5, -0.1], [-0.1, 0.7, 1.4], [-0.1, -1.4, -0.7], [0.2, 1.1, -1.3], [-1.1, 0.9, 0.9], [0.1, 0.0, -0.3], [-0.2, 0.1, 0.5], [0.3, -0.3, -0.5], [-0.4, 0.4, 0.2], [0.2, -0.1, -0.1], [-0.2, 0.3, 0.0], [-0.3, -0.4, 0.3], [0.5, 0.0, 0.0], [-0.4, -0.1, 0.0], [0.1, -0.1, 0.0], [0.0, 0.1, 0.2], [-0.1, 0.0, 0.1], [-0.2, 0.0, -0.1], [0.0, 0.0, 0.0], [0.0, 0.0, 0.0], [0.3, 0.1, -0.1], [0.1, -0.1, 0.1], [0.0, -0.1, -0.1], [0.0, 0.1, -0.1], [0.0, 0.1, 0.0], [0.0, 0.2, 0.0], [0.0, 0.0, 0.1], [0.2, 0.2, 0.0], [0.0, -0.1, 0.0]], "orbital_gap_ev": 7.64, "smiles": "CCCCCCCCCC1=C(NCCC)C(=O)c2c(C[C@H](C)Cl)c(O)c(CC(C)C)c(CC(C)C)c2C1=O.COCCNCCOC", "total_charge": 0, "homo_ha": -0.31304}